# 1
Entry from the OMol25 dataset: a 9-piece molecular cluster, C22H64N2O9 overall (the ωB97M-V functional and the def2-TZVPD basis).

Summary:
- multiplicity = 1
- DFT total energy (hartree) = -1663.1402
- SMILES string = COC[C@H](C)N.COC[C@H](C)N.CCO.CCO.CCO.CCO.CCO.CCO.CCO
- lowest unoccupied orbital energy (eV) = 0.54
- energy relative to the best compared isomer or geometry (same formula, charge and spin) (kcal per mole) = 30.5
- frontier orbital gap (eV) = 9.587

Element x y z (Å)
C -0.9919 1.7608 -3.1811
O -1.7454 2.9449 -2.9385
C -1.9991 3.1409 -1.5109
C -2.4437 4.5885 -1.1684
C -1.3789 5.6792 -1.4031
N -2.8744 4.6548 0.2008
H -0.0712 1.7418 -2.5979
H -0.7141 1.6673 -4.2309
H -1.5641 0.8508 -3.0009
H -2.7895 2.4238 -1.2895
H -1.2035 2.8957 -0.8073
H -3.3210 4.8581 -1.7565
H -1.7814 6.6914 -1.3640
H -0.9465 5.5127 -2.3898
H -0.5533 5.5560 -0.7022
H -2.9041 5.6393 0.4243
H -2.0551 4.3613 0.7133
C 2.7992 0.4935 3.4344
O 3.6465 -0.5835 3.1260
C 3.2135 -1.5119 2.1554
C 4.4818 -2.3488 1.6777
C 5.4835 -1.4433 1.0091
N 4.1399 -3.4012 0.7368
H 2.5540 1.0730 2.5444
H 3.2698 1.1035 4.2054
H 1.8264 0.2120 3.8375
H 2.4782 -2.1527 2.6419
H 2.7311 -1.1144 1.2625
H 4.9677 -2.8377 2.5220
H 5.0611 -0.9739 0.1207
H 6.4086 -1.9402 0.7166
H 5.7484 -0.6007 1.6478
H 5.0052 -3.8703 0.5103
H 3.6118 -4.0525 1.2999
C -6.1328 -1.1172 1.2178
C -4.6987 -0.6908 0.9897
O -4.2240 0.2712 1.9685
H -6.1788 -1.4391 2.2581
H -6.4297 -1.9016 0.5217
H -6.7986 -0.2623 1.0996
H -4.5796 -0.3197 -0.0282
H -4.0103 -1.5358 0.9722
H -4.5380 1.1028 1.6058
C -0.1920 -3.4628 1.7117
C -0.7984 -4.8377 1.8108
O 0.2424 -5.8088 1.7834
H -0.9818 -2.7181 1.6135
H 0.4586 -3.3020 0.8520
H 0.3828 -3.2477 2.6125
H -1.3540 -5.0391 0.8949
H -1.4559 -4.9782 2.6687
H -0.1015 -6.7036 1.7326
C 1.8708 -2.3067 -3.5518
C 2.7841 -2.4125 -2.3322
O 2.4719 -3.4621 -1.4852
H 1.9002 -3.2216 -4.1436
H 2.1368 -1.4841 -4.2157
H 0.8671 -2.1118 -3.1740
H 2.7950 -1.4911 -1.7501
H 3.8206 -2.4832 -2.6619
H 3.0650 -3.3330 -0.7415
C 2.7746 3.9140 -1.2701
C 3.0410 2.3988 -1.4493
O 3.2527 1.7994 -0.1873
H 3.6947 4.4500 -1.0372
H 1.9936 4.0188 -0.5169
H 2.4200 4.3805 -2.1892
H 3.9050 2.3729 -2.1134
H 2.1572 1.9438 -1.8965
H 3.9631 2.2306 0.2932
C -1.2616 -0.2817 0.0209
C 0.2396 -0.0399 -0.0472
O 0.5627 1.1795 0.5338
H -1.5897 -0.2350 1.0593
H -1.4808 -1.2573 -0.4132
H -1.8533 0.3904 -0.6006
H 0.4196 0.0990 -1.1132
H 0.8550 -0.8897 0.2480
H 1.4503 1.3688 0.2208
C -3.1883 -1.6981 -2.8630
C -2.1030 -2.6740 -2.7114
O -2.3772 -3.3555 -1.4900
H -3.0163 -1.1009 -3.7585
H -3.1025 -0.9834 -2.0446
H -4.2123 -2.0686 -2.8140
H -1.1585 -2.1335 -2.6493
H -2.0919 -3.4078 -3.5173
H -1.6856 -4.0200 -1.4489
C -1.0524 1.7826 3.5195
C -1.5747 2.7680 2.4214
O -0.4329 3.3470 1.8733
H -0.3709 1.0704 3.0541
H -1.8591 1.2290 3.9999
H -0.4652 2.3816 4.2155
H -2.2369 3.5211 2.8484
H -2.0883 2.1367 1.6963
H 0.0619 2.6406 1.4517

# 2
Entry from the OMol25 dataset: a 3-piece molecular cluster, C3H12O2S2 overall (the ωB97M-V functional and the def2-TZVPD basis).

Summary:
- multiplicity = 2
- DFT total energy (hartree) = -1067.9942
- lowest unoccupied orbital energy (alpha / beta) (eV) = -4.97 / -8.66
- net charge = +1
- energy relative to the best compared isomer or geometry (same formula, charge and spin) (kcal per mole) = 33.2
- frontier orbital gap (alpha / beta) (eV) = 8.912 / 5.222
- ⟨S²⟩ = 0.754

Element x y z (Å)
C -1.0879 -1.0193 0.6885
C -2.0524 -2.1827 0.9555
C -1.8892 0.2180 0.1021
S -1.0640 1.2064 -1.2087
S 0.6698 2.0717 -0.4705
H -0.4567 -1.3156 -0.1741
H -0.4635 -0.8574 1.5871
H -1.4830 -3.0603 0.6672
H -2.2242 -2.3821 2.0310
H -3.0161 -2.3197 0.4473
H -2.0425 1.0124 0.9421
H -2.8062 -0.1047 -0.3492
H 0.2310 3.3247 -0.4778
H 2.9053 -2.5477 -0.4881
H 2.7256 -1.2373 -1.1513
O 2.2003 -1.9466 -0.7578
H 1.5868 -0.7989 1.9464
H 3.1424 -0.4404 1.7821
O 2.4956 -1.0854 2.0647

# 3
Entry from the OMol25 dataset: a 9-piece molecular cluster, C21H65N7O9 overall (the ωB97M-V functional and the def2-TZVPD basis).

Summary:
- multiplicity = 1
- DFT total energy (hartree) = -1899.3956
- SMILES string = COC[C@H](C)N.COC[C@H](C)N.COC[C@H](C)N.COC[C@H](C)N.COC[C@H](C)N.NC(N)=O.O.O.O
- lowest unoccupied orbital energy (eV) = 0.13
- energy relative to the best compared isomer or geometry (same formula, charge and spin) (kcal per mole) = 0.0
- frontier orbital gap (eV) = 8.993

Element x y z (Å)
C 6.2597 -1.3089 -2.9573
O 5.0678 -1.8072 -3.5122
C 4.0655 -1.8462 -2.5151
C 2.8070 -2.2933 -3.1369
C 2.3061 -1.4311 -4.2929
N 1.7035 -2.3801 -2.1431
H 6.5376 -1.7531 -2.0015
H 6.2640 -0.2238 -2.8538
H 7.0501 -1.5578 -3.6654
H 4.4355 -2.6079 -1.8288
H 3.9578 -0.8119 -2.1883
H 2.8527 -3.3347 -3.4558
H 1.5111 -1.8901 -4.8805
H 3.0855 -1.3511 -5.0507
H 2.0121 -0.3990 -4.1024
H 1.6648 -1.5546 -1.5624
H 0.7645 -2.3758 -2.5152
C 5.3739 -1.7480 1.1353
O 4.7212 -1.0473 2.1867
C 3.3049 -1.2455 2.2488
C 3.0571 -0.9358 3.7853
C 3.4518 -2.1430 4.6134
N 1.6699 -0.6586 4.1555
H 5.1072 -2.8007 1.0406
H 6.4564 -1.6331 1.1907
H 5.1503 -1.3183 0.1589
H 2.7531 -0.5066 1.6678
H 2.9099 -2.2085 1.9253
H 3.6109 -0.0792 4.1696
H 3.2105 -1.9360 5.6560
H 4.4675 -2.4836 4.4120
H 2.9297 -3.0551 4.3245
H 1.2948 0.1620 3.7015
H 1.1614 -1.3835 3.6697
C -4.8113 2.3735 3.5124
O -3.5537 2.6797 2.8397
C -3.6238 3.9285 2.1130
C -2.1476 4.1011 1.4114
C -1.7770 5.4627 0.9751
N -1.9380 3.2362 0.2317
H -4.6300 1.4521 4.0658
H -5.6527 2.3180 2.8217
H -4.8849 3.3394 4.0121
H -4.3462 4.0617 1.3078
H -3.8322 4.8444 2.6660
H -1.4842 3.9466 2.2624
H -0.8216 5.6215 0.4750
H -1.9288 6.1597 1.7992
H -2.5198 5.7725 0.2401
H -1.8012 2.2878 0.5509
H -1.0820 3.4545 -0.2579
C 1.9975 1.9472 -6.7568
O 1.3019 2.3299 -5.5221
C -0.1066 1.8807 -5.4567
C -0.8235 2.2106 -4.1241
C -0.3213 1.4988 -2.8851
N -2.2086 1.7330 -4.1951
H 1.3310 1.8200 -7.6098
H 2.3889 0.9705 -6.4724
H 2.8326 2.6158 -6.9658
H -0.5987 2.2927 -6.3378
H -0.0532 0.7975 -5.5656
H -0.6675 3.2706 -3.9234
H 0.7167 1.6582 -2.5932
H -0.6775 0.4694 -2.9228
H -0.9269 1.9781 -2.1159
H -2.6761 2.3109 -3.5113
H -2.5860 2.0724 -5.0683
C -0.9447 -3.1046 0.9565
O -1.3848 -2.1502 1.9332
C -2.1469 -2.7588 2.9583
C -2.5436 -1.5489 3.8351
C -3.1230 -1.9292 5.2103
N -3.6707 -0.7853 3.1565
H -1.7615 -3.6508 0.4847
H -0.3145 -3.8068 1.5023
H -0.2304 -2.6903 0.2449
H -3.0408 -3.2986 2.6459
H -1.6588 -3.5371 3.5449
H -1.7313 -0.8493 4.0319
H -3.5583 -1.0209 5.6269
H -2.4038 -2.4196 5.8665
H -3.9657 -2.6175 5.1454
H -4.4574 -1.3832 2.9474
H -4.0895 -0.1583 3.8285
N -2.7721 -1.4119 -1.3651
C -3.7222 -2.2232 -1.1152
N -4.2706 -2.0973 0.0593
O -4.0917 -3.1525 -1.8571
H -2.5067 -0.6425 -0.7669
H -2.2280 -1.5807 -2.1990
H -4.0589 -1.2328 0.5367
H -4.6357 -2.9316 0.4960
O -2.2708 0.2780 1.0672
H -1.7863 -0.5218 1.2716
H -2.9895 0.2914 1.6992
O 0.5513 -0.0174 -0.0682
H 0.8150 0.9012 -0.0142
H -0.4024 0.0109 -0.1452
O 1.2333 2.8583 0.4204
H 1.9345 3.5014 0.3160
H 1.1635 2.7307 1.3664

# 4
Entry from the OMol25 dataset: C23H48N2O5S2 as an isolated structure (the ωB97M-V functional and the def2-TZVPD basis).

Summary:
- multiplicity = 3
- DFT total energy (hartree) = -2186.8770
- lowest unoccupied orbital energy (alpha / beta) (eV) = -0.30 / -0.37
- frontier orbital gap (alpha / beta) (eV) = 8.605 / 9.112
- ⟨S²⟩ = 2.010

Element x y z (Å)
C 1.3541 4.0818 -4.2099
C 1.7000 2.7749 -3.2444
C 0.5902 2.5521 -2.0529
C 1.0293 1.3267 -1.0079
C 0.9635 -0.1608 -1.6904
O 2.3006 1.6695 -0.3578
S 3.5568 0.5893 -0.7506
O 4.8104 1.1651 0.0168
O 4.0193 0.6896 -2.4003
S 5.0017 -0.7113 -2.7058
H 1.2668 5.0103 -3.4695
H 2.2349 4.2623 -4.9756
H 0.3342 3.9707 -4.7835
H 1.8800 1.7999 -3.9075
H 2.7213 3.0145 -2.7204
H 0.4175 3.5375 -1.4022
H -0.4601 2.2478 -2.5314
H 0.1938 1.3516 -0.1560
H 1.1904 -1.0537 -0.9612
H 1.5900 -0.2165 -2.7053
H -0.1682 -0.3155 -2.0372
H 5.1263 -0.8133 -4.1285
C 0.1059 4.4339 4.1925
C 0.4815 3.0390 4.7718
C 1.3098 3.1920 6.0794
C 2.7580 3.6101 5.8554
C 3.4396 2.7028 4.8356
C 2.6519 2.6036 3.5035
N 1.2074 2.2552 3.7140
O 1.1416 0.8952 4.0710
C 2.7781 3.9495 2.7387
C 3.3825 1.5915 2.5637
C -0.8991 2.4190 5.1720
H 0.0765 4.4208 3.0969
H -0.8931 4.7598 4.5044
H 0.7940 5.2218 4.5119
H 1.3125 2.2400 6.6265
H 0.8286 3.9206 6.7451
H 2.8100 4.6547 5.5329
H 3.3035 3.5592 6.8059
H 4.4553 3.0745 4.6491
H 3.5604 1.7051 5.2779
H 2.1884 3.9380 1.8160
H 3.8229 4.1403 2.4537
H 2.4780 4.8182 3.3232
H 3.4777 0.5922 3.0105
H 4.4020 1.9252 2.3385
H 2.8519 1.4897 1.6080
H -1.5403 2.2768 4.2957
H -1.4327 3.0790 5.8694
H -0.7986 1.4577 5.6874
C -4.0918 -2.4133 -2.1122
C -3.7370 -3.3779 -3.2809
C -4.7501 -4.5562 -3.3477
C -4.5492 -5.6138 -2.2691
C -3.1006 -6.0912 -2.2317
C -2.0899 -4.9231 -2.0940
N -2.3174 -3.8428 -3.1106
O -1.8749 -4.3260 -4.3564
C -2.1805 -4.3413 -0.6567
C -0.6410 -5.5050 -2.1506
C -3.9599 -2.5068 -4.5624
H -3.1928 -1.9734 -1.6654
H -4.6962 -1.5610 -2.4437
H -4.6681 -2.9030 -1.3220
H -4.6754 -5.0505 -4.3252
H -5.7767 -4.1724 -3.2819
H -4.8493 -5.2256 -1.2908
H -5.2064 -6.4690 -2.4699
H -2.9787 -6.7984 -1.4013
H -2.8948 -6.6624 -3.1465
H -1.5195 -3.4766 -0.5366
H -1.8739 -5.0902 0.0878
H -3.1867 -4.0433 -0.3647
H -0.4425 -6.0560 -3.0803
H -0.4659 -6.2120 -1.3316
H 0.1067 -4.7062 -2.0601
H -3.2738 -1.6535 -4.5875
H -4.9837 -2.1095 -4.5876
H -3.8374 -3.0774 -5.4893